Molecular formula: C33H27Cl5CrN2O2P2
Method: DFT, the ωB97M-V functional and the def2-TZVPD basis

The geometry in XYZ format:
```
72
C33H27Cl5CrN2O2P2 (the ωB97M-V functional and the def2-TZVPD basis)
Cr 0.143 -1.231 2.293
Cl 1.171 1.356 3.712
C -0.578 1.329 3.727
C -1.187 0.230 3.136
C -2.570 0.208 3.242
Cl -3.418 -1.212 2.677
C -3.320 1.238 3.806
Cl -5.038 1.158 3.870
C -2.656 2.347 4.329
Cl -3.549 3.643 5.022
C -1.263 2.389 4.309
Cl -0.424 3.733 4.980
N -0.395 -2.614 3.838
C 0.794 -3.440 4.137
C 1.685 -3.576 2.894
O 2.487 -4.482 2.835
O 1.515 -2.637 2.010
H -0.775 -2.179 4.670
H -1.140 -3.189 3.456
H 0.544 -4.427 4.522
H 1.387 -2.924 4.894
C -0.238 2.495 0.512
N -0.172 1.268 -0.317
P 0.901 0.046 0.228
C 1.358 -0.856 -1.288
C 1.599 -2.223 -1.218
C 2.057 -2.901 -2.343
C 2.274 -2.220 -3.529
C 2.038 -0.851 -3.597
C 1.586 -0.172 -2.481
C 2.487 0.909 0.489
C 3.391 0.297 1.353
C 4.667 0.819 1.513
C 5.043 1.957 0.817
C 4.150 2.563 -0.057
C 2.880 2.035 -0.229
P -1.848 0.794 -0.632
C -2.172 1.791 -2.134
C -3.494 1.842 -2.573
C -3.830 2.555 -3.713
C -2.851 3.247 -4.413
C -1.537 3.222 -3.968
C -1.199 2.495 -2.834
C -1.702 -0.875 -1.372
C -1.849 -1.958 -0.506
C -1.737 -3.261 -0.969
C -1.506 -3.492 -2.316
C -1.392 -2.422 -3.195
C -1.491 -1.122 -2.728
H 0.751 2.796 0.847
H -0.880 2.366 1.387
H -0.652 3.302 -0.097
H 1.448 -2.753 -0.286
H 2.246 -3.965 -2.283
H 2.631 -2.752 -4.402
H 2.209 -0.315 -4.523
H 1.396 0.893 -2.535
H 3.103 -0.603 1.886
H 5.364 0.334 2.184
H 6.036 2.369 0.948
H 4.445 3.445 -0.609
H 2.193 2.503 -0.924
H -4.264 1.314 -2.020
H -4.859 2.578 -4.050
H -3.113 3.811 -5.299
H -0.773 3.769 -4.505
H -0.174 2.471 -2.484
H -2.073 -1.772 0.538
H -1.841 -4.093 -0.283
H -1.419 -4.506 -2.685
H -1.213 -2.603 -4.247
H -1.387 -0.293 -3.417
```

Calculated total energy   -5561.944595 hartree
2S+1   5
LUMO (alpha / beta)   0.004 / 0.003 Ha
HOMO (alpha / beta)   -0.30481 / -0.30449 Eh
Expectation value of S²   6.022